Computed, not measured: 2 unconnected molecules or ions with the total composition C3H7FOS in a non-equilibrium geometry, with ωB97M-V/def2-TZVPD.

Cartesian coordinates (Å):
C  2.126  0.319  0.209
C  -1.552  -0.410  0.633
C  1.046  0.731  -0.723
O  0.270  1.626  -0.646
F  0.849  -0.279  -1.640
S  -3.193  -0.260  -0.163
H  2.861  -0.193  -0.392
H  2.466  1.278  0.809
H  1.609  -0.406  0.883
H  -0.855  -0.135  -0.131
H  -1.508  0.064  1.553
H  -1.533  -1.561  0.797
H  -2.586  -0.775  -1.190

Values from the calculation:
- orbital gap (eV) = 9.39
- SMILES = CC(=O)F.CS
- HOMO level (hartree) = -0.321
- energy relative to the best compared isomer or geometry (same formula, charge and spin) (kcal per mole) = 18.5
- molecular weight (g mol⁻¹) = 110.153
- LUMO energy (eV) = 0.65
- spin multiplicity = 1